No. 1
Formula: C3NO5
Source: the Open Molecules 2025 dataset
Level of theory: wB97M-V/def2-TZVPD

Summary:
charge	-1
electronic energy	-545.1289	a.u.
Kohn-Sham gap (spin up / spin down)	0.267 / 0.245	hartree
ΔE to the lowest compared entry with this formula, charge and spin	175.1	kcal/mol

Cartesian coordinates (Å):
O1 2.060 -0.661 1.105
O2 1.695 -1.046 -1.085
O3 -2.023 0.711 0.294
C1 1.561 -0.578 0.023
C2 -0.747 0.342 -0.301
C3 0.428 0.843 0.069
O4 -1.280 -0.938 -0.555
N1 -2.544 -0.617 0.188
O5 0.851 1.943 0.262

Forces on atoms 1 to 3 (eV/Å):
0.68 -0.49 1.69
-0.56 -0.13 -0.75
0.76 -1.14 -0.08

These are the Mulliken partial charges, in e, on atoms 1 to 6: -0.587 -0.590 -0.194 0.619 0.347 0.300


No. 2
Formula: C3O4S
Source: the Open Molecules 2025 dataset
Level of theory: wB97M-V/def2-TZVPD

Summary:
electronic energy	-813.3236	a.u.
Kohn-Sham gap	0.332	hartree
ΔE to the lowest compared entry with this formula, charge and spin	94.7	kcal/mol

Cartesian coordinates (Å):
O1 -1.463 -2.601 -1.115
C1 1.522 1.648 0.225
C2 -0.989 -1.586 -1.226
O2 -1.948 -0.135 0.524
O3 0.084 -1.345 0.996
S1 -0.541 -0.110 0.551
C3 0.294 1.278 0.335
O4 2.471 2.295 0.139

Forces on atoms 1 to 3 (eV/Å):
0.09 0.26 -0.37
0.26 1.04 0.14
-0.23 -1.17 -1.02

These are the Mulliken partial charges, in e, on atoms 1 to 6: -0.133 1.035 0.155 -0.461 -0.474 1.010


No. 3
Formula: C40H100BCl3F4N5O5
Source: the Open Molecules 2025 dataset
Level of theory: wB97M-V/def2-TZVPD

Summary:
charge	+1
electronic energy	-4038.5309	a.u.
Kohn-Sham gap	0.177	hartree

Cartesian coordinates (Å):
H1 2.062 5.755 1.135
H2 -3.272 1.342 -0.947
H3 -0.104 2.086 0.765
H4 2.604 4.651 -4.559
H5 3.475 -5.899 -0.794
H6 -1.221 4.284 -7.634
N1 0.554 4.477 -4.578
H7 -3.068 -6.207 1.272
B1 -0.238 0.200 -3.778
C1 3.108 -6.500 0.037
H8 0.678 -0.016 1.226
H9 -6.742 -5.092 -0.540
C2 -5.964 -4.368 -0.783
H10 2.071 -6.017 6.568
H11 6.068 2.147 1.135
H12 0.395 -5.579 7.005
H13 6.260 4.291 -0.042
C3 -0.439 -7.264 2.819
H14 -3.539 -1.247 -0.382
H15 -4.965 -6.576 2.523
H16 -5.933 -6.448 1.111
H17 3.222 -4.524 1.472
H18 -1.164 -7.032 3.599
H19 1.651 4.582 -0.132
F1 0.480 0.583 -2.690
H20 1.659 -7.471 2.432
C4 -3.475 -5.479 0.570
H21 0.556 -6.969 6.153
H22 0.853 -1.388 0.053
O1 1.960 -5.887 0.545
H23 -5.217 -4.825 -1.432
H24 0.540 1.155 -6.925
H25 -1.306 -0.318 -1.090
O2 -2.760 3.825 -0.412
C5 -4.048 -3.977 2.612
O3 -2.866 -3.513 -0.747
H26 1.478 4.899 3.142
C6 0.334 6.028 -4.329
H27 -1.898 -4.011 -2.505
N2 1.439 -5.709 3.615
H28 0.759 2.681 -3.470
H29 -3.665 1.704 0.633
C7 -0.799 4.826 -6.788
H30 -1.888 5.845 -4.120
H31 -0.211 2.932 -5.763
H32 -1.157 6.101 -2.596
C8 -0.964 2.181 0.103
C9 5.146 2.319 1.690
H33 3.943 -6.693 0.712
H34 0.905 3.152 3.217
N3 4.825 4.993 1.264
H35 2.059 2.324 -5.149
C10 -0.563 3.932 -5.509
H36 -4.014 -0.609 1.183
H37 1.575 -3.693 3.062
H38 -6.394 -5.443 2.579
C11 -2.328 -4.571 0.076
H39 -3.281 -5.758 3.735
H40 -0.332 3.573 -2.656
H41 3.879 5.729 -0.429
C12 1.030 -7.184 3.275
H42 0.241 4.421 2.121
C13 -3.494 4.955 0.060
C14 0.813 -5.176 4.928
H43 -1.493 3.732 -4.977
H44 5.152 1.700 2.587
H45 3.951 3.848 2.924
H46 -4.252 4.972 -0.723
H47 -0.618 -8.275 2.451
C15 4.498 6.210 2.134
H48 -2.298 1.697 2.466
C16 -1.031 -0.330 -0.035
H49 -4.883 -2.846 0.212
C17 0.591 3.727 -3.214
H50 3.129 -6.562 4.609
H51 -1.480 -5.061 -0.403
H52 3.488 6.166 2.541
C18 2.321 4.788 0.703
O4 1.663 2.873 -7.225
H53 -4.025 -6.079 -0.155
H54 1.288 1.349 -8.504
H55 -2.967 5.909 0.029
H56 -2.125 -0.126 2.467
H57 1.287 -7.834 4.111
H58 -3.630 -3.038 2.247
C19 6.251 5.149 0.631
H59 1.797 5.314 -5.959
H60 3.429 -6.137 2.939
H61 -2.467 -2.403 -2.411
C20 2.243 3.046 -5.944
H62 -6.480 -3.601 -1.361
H63 5.826 7.363 0.053
H64 1.225 -4.192 5.151
C21 1.135 4.019 2.598
C22 3.793 4.803 0.138
H65 3.410 -4.885 4.254
H66 -0.973 -2.953 -1.466
H67 0.268 -4.590 2.159
H68 0.090 5.190 -7.303
H69 -0.905 4.381 0.050
Cl1 -0.468 -1.900 3.784
H70 5.162 6.273 2.996
C23 1.889 4.417 -5.347
H71 -6.139 -3.454 1.272
C24 -1.757 0.828 2.091
C25 -4.000 -0.393 0.115
H72 -1.759 -4.078 0.864
C26 -5.596 -5.876 1.976
H73 -1.445 -1.246 0.385
H74 2.256 0.813 -7.242
F2 -1.128 1.262 -4.119
C27 2.165 -4.683 1.256
H75 4.087 3.932 -0.447
Cl2 -6.601 -1.000 2.604
C28 1.036 -5.993 6.227
Cl3 -2.364 4.229 4.108
C29 4.790 3.771 2.232
H76 7.470 6.699 -0.223
C30 2.954 -5.793 3.857
C31 -1.603 3.582 0.302
H77 -0.758 0.955 2.510
H78 7.043 4.928 1.347
H79 1.164 6.343 -3.697
H80 -0.567 1.940 -0.883
C32 6.406 6.467 -0.170
H81 -1.829 3.706 1.361
H82 4.519 7.179 1.635
H83 -2.028 -4.791 3.131
C33 1.306 -4.582 2.492
H84 2.081 -3.800 0.623
C34 0.465 -0.383 0.222
H85 0.419 6.549 -5.282
H86 1.468 4.051 -2.653
F3 -1.121 -0.858 -3.429
H87 5.670 4.037 2.817
H88 -0.257 -5.060 4.761
H89 -5.029 -0.193 -0.184
C35 -5.442 -3.741 0.485
C36 -1.982 -3.174 -1.812
H90 -1.358 5.739 -6.583
H91 -0.682 -6.679 1.932
C37 -3.062 -4.724 3.470
N4 -4.637 -4.783 1.378
N5 -1.748 0.872 0.501
H92 -1.210 7.472 -3.585
C38 -3.194 0.912 0.051
H93 -4.983 -3.705 3.102
H94 1.124 0.361 -0.225
H95 -3.094 -4.336 4.489
O5 2.126 3.729 1.679
H96 4.415 1.978 0.957
C39 1.437 1.506 -7.435
C40 -1.075 6.392 -3.643
H97 3.318 3.075 -6.122
H98 6.089 6.267 -1.193
H99 2.802 -7.439 -0.424
F4 0.620 -0.202 -4.795
H100 -3.883 4.748 1.057

Forces on atoms 1 to 3 (eV/Å):
-0.01 0.06 -0.02
0.75 -0.20 -0.31
0.04 0.52 0.03

These are the Mulliken partial charges, in e, on atoms 1 to 6: 0.671 0.435 -0.010 0.474 0.338 0.421


No. 4
Formula: C40H100FN8
Source: the Open Molecules 2025 dataset
Level of theory: wB97M-V/def2-TZVPD

Summary:
charge	-1
electronic energy	-2121.8245	a.u.
Kohn-Sham gap	0.152	hartree

Cartesian coordinates (Å):
H1 -2.472 1.361 -4.614
H2 2.886 3.267 6.394
H3 1.709 -2.866 5.730
H4 -1.670 0.814 7.025
H5 4.924 3.984 6.051
H6 -1.850 3.388 -8.059
H7 1.130 -2.075 3.277
H8 -0.179 -1.320 -1.384
C1 -4.960 0.899 -3.482
H9 3.032 -5.055 -3.270
C2 -2.830 0.478 3.212
C3 -0.686 -5.277 5.449
C4 2.624 2.440 4.380
H10 1.763 2.233 3.736
H11 -2.264 0.518 1.129
H12 -3.732 -1.532 -3.902
H13 -2.809 2.082 1.718
H14 2.488 -6.369 2.541
H15 -6.990 0.463 -4.047
H16 -3.628 5.954 -10.060
H17 -0.765 -4.514 6.222
H18 0.162 0.315 -0.807
C5 1.488 -5.952 2.668
H19 -1.695 -4.038 3.993
H20 -3.328 4.210 -10.147
C6 0.502 -0.721 -0.759
H21 1.239 2.779 6.006
H22 -5.800 3.188 -7.101
C7 0.422 -2.568 3.950
H23 6.442 4.204 5.185
N1 -3.844 3.651 -7.561
H24 3.526 1.997 -2.105
H25 -1.258 2.308 -3.751
C8 4.122 4.609 1.688
C9 4.995 3.047 4.066
H26 -4.676 -0.997 -1.522
C10 -3.754 -0.570 -1.928
C11 3.372 -4.759 -0.771
C12 -1.940 1.459 -3.665
H27 -6.741 0.597 -2.297
H28 2.991 1.463 4.710
H29 -0.688 1.907 4.339
H30 -2.326 1.630 -1.556
H31 -0.046 1.433 6.686
N2 0.406 -1.199 0.638
C13 0.844 -2.292 5.397
H32 2.220 4.022 2.449
C14 1.569 -4.648 3.447
H33 3.672 5.426 1.122
H34 -2.233 5.262 -9.241
H35 -0.058 -2.099 0.681
C15 1.932 -0.868 -1.298
H36 2.636 3.221 -1.122
N3 3.644 3.032 3.540
H37 -0.745 4.417 -6.234
C16 5.357 4.155 5.066
H38 5.022 5.132 4.714
H39 -3.158 3.674 3.122
N4 -4.042 0.788 -2.365
C17 4.169 -7.095 -0.860
H40 2.586 -4.159 -1.235
C18 2.142 3.240 5.598
H41 1.097 -1.232 5.481
H42 -1.037 -5.516 3.347
N5 0.301 -3.944 3.505
C19 -1.267 1.183 4.934
C20 3.703 -5.844 -2.922
H43 1.893 4.268 5.328
H44 -4.598 2.289 -6.205
H45 1.060 -5.779 1.680
H46 -4.475 2.057 4.429
H47 4.171 -7.894 -3.503
H48 -3.532 4.432 4.668
H49 -5.121 1.968 -3.647
H50 6.143 -6.320 -0.299
C21 -3.182 -1.551 -2.958
H51 1.681 1.352 0.219
H52 -1.320 0.576 -3.520
C22 -2.455 3.475 -7.154
C23 -0.822 -4.694 4.035
H53 -1.926 3.771 4.378
C24 -2.990 3.609 4.196
H54 1.995 -4.854 4.445
C25 -3.464 2.274 4.784
H55 -1.477 -6.011 5.624
H56 4.724 -5.486 -3.131
H57 5.109 -3.749 -1.641
H58 -5.957 3.940 -4.838
C26 2.656 1.179 -0.316
N6 3.440 -6.019 -1.506
H59 3.102 5.101 3.522
H60 -4.059 5.779 -7.625
C27 -4.845 3.288 -6.573
H61 -6.219 -0.852 -3.168
H62 3.013 -4.987 0.237
H63 -4.222 4.173 -4.672
C28 -3.278 5.086 -9.499
H64 -0.540 -2.075 3.769
C29 -2.895 1.680 -2.489
H65 3.818 -8.044 -1.276
H66 3.535 -6.887 -4.798
H67 -5.192 4.827 -8.570
H68 -1.202 1.480 2.147
H69 0.883 -6.703 3.181
H70 5.685 3.109 3.221
C30 4.632 -3.897 -0.671
H71 6.042 -6.886 -1.964
H72 4.235 3.752 1.022
H73 2.449 -7.492 -3.536
H74 2.273 -3.979 2.945
H75 0.270 -5.789 5.577
C31 -6.304 0.234 -3.229
H76 3.420 1.577 0.377
H77 5.115 4.940 2.000
N7 -2.657 1.094 4.521
H78 -0.818 0.206 4.736
H79 6.100 -8.049 -0.642
H80 0.031 -2.492 6.098
C32 3.451 -7.107 -3.732
H81 3.863 -7.102 0.190
H82 5.363 -4.333 0.014
C33 -4.143 4.885 -8.264
C34 5.702 -7.077 -0.945
H83 -5.170 5.263 -5.693
H84 -3.902 0.324 3.061
H85 -2.180 4.480 -5.225
H86 -3.063 -0.506 -1.083
H87 4.360 -2.908 -0.293
H88 -1.424 2.526 6.646
H89 -2.387 2.502 -6.662
C35 2.656 2.177 -1.468
C36 -5.051 4.226 -5.377
H90 -3.248 -2.568 -2.565
C37 3.216 4.233 2.850
C38 -2.242 1.191 1.989
H91 -2.386 -0.521 3.272
C39 -1.099 1.511 6.409
H92 -3.295 2.698 -2.546
H93 5.176 2.069 4.519
H94 -4.540 0.503 -4.422
H95 -0.182 -0.579 1.184
H96 -3.549 2.389 5.868
N8 2.976 -0.165 -0.616
H97 -2.133 -1.355 -3.171
H98 1.859 -0.676 -2.400
C40 -1.829 4.545 -6.253
H99 -2.036 5.552 -6.621
H100 2.152 -1.946 -1.209
F1 1.512 2.030 -2.296

Forces on atoms 1 to 3 (eV/Å):
-0.04 0.00 0.02
0.02 0.02 -0.01
0.05 -0.03 -0.18

These are the Mulliken partial charges, in e, on atoms 1 to 6: 0.073 0.279 0.387 0.390 0.254 0.364